Molecular formula: C21H54LiN3O13P
Method: DFT, ωB97M-V/def2-TZVPD

Properties
2S+1: 1
Total charge: +1
Energy above the lowest of the compared OMol25 structures with the same formula, charge and spin: 59.1 kcal/mol

Positions of all 93 atoms, in Å:
C 48.70 36.19 27.23
N 47.60 37.08 26.70
C 46.38 36.25 26.42
C 47.29 38.11 27.78
C 48.15 37.85 25.50
C 47.15 38.80 24.77
O 47.72 39.05 23.53
H 48.21 35.64 28.05
H 49.47 36.74 27.36
H 48.94 35.30 26.50
H 45.88 35.72 27.28
H 46.65 35.46 25.72
H 45.62 36.73 25.87
H 48.23 38.66 27.89
H 46.98 37.64 28.69
H 46.46 38.50 27.34
H 48.60 37.00 24.94
H 49.12 38.28 25.77
H 46.94 39.70 25.34
H 46.32 38.25 24.46
H 47.82 38.06 23.05
C 45.32 36.85 19.11
N 44.40 36.40 18.08
C 43.07 37.10 18.36
C 44.92 36.96 16.84
C 44.35 34.89 17.99
C 43.18 34.32 17.19
O 43.37 32.90 16.98
H 44.92 36.37 20.03
H 45.42 37.92 19.32
H 46.36 36.49 18.98
H 42.54 36.68 17.36
H 43.18 38.21 18.14
H 42.38 36.98 19.22
H 45.52 37.97 16.83
H 44.07 36.97 16.17
H 45.69 36.41 16.54
H 44.16 34.58 19.12
H 45.46 34.48 17.64
H 42.96 34.78 16.30
H 42.21 34.41 17.68
H 43.88 32.80 16.23
C 45.90 30.18 22.53
N 46.09 31.42 21.82
C 47.49 31.83 21.88
C 45.53 31.24 20.40
C 45.20 32.57 22.35
C 45.27 32.76 23.89
O 44.68 33.97 24.27
H 46.44 29.37 21.93
H 44.89 29.78 22.63
H 46.33 30.21 23.50
H 47.95 32.03 22.88
H 47.73 32.59 21.12
H 48.07 30.95 21.52
H 46.14 30.66 19.72
H 45.72 32.21 19.86
H 44.36 30.80 20.08
H 44.18 32.28 22.34
H 45.43 33.46 21.88
H 46.44 33.13 24.31
H 45.05 32.10 24.59
H 45.01 34.56 23.55
Li 48.44 36.42 20.41
P 47.11 35.75 22.46
O 47.28 35.12 21.15
O 45.57 35.90 22.83
O 47.85 36.89 22.22
O 47.75 34.91 23.36
C 40.61 40.85 20.14
O 41.07 40.24 21.29
C 42.18 39.46 21.19
O 42.79 39.19 20.17
O 42.66 39.17 22.28
C 43.77 38.21 22.37
H 39.47 41.28 20.34
H 40.58 40.30 19.14
H 41.36 41.50 19.72
H 44.86 38.80 22.21
H 43.82 37.37 21.80
H 43.86 37.86 23.36
C 53.87 34.22 27.71
O 53.49 34.27 26.32
C 52.36 34.91 25.99
O 51.47 35.08 26.84
O 52.03 35.10 24.72
C 50.89 35.79 24.26
H 54.75 33.64 27.66
H 53.14 33.73 28.34
H 54.08 35.33 28.16
H 50.83 35.85 23.13
H 50.82 36.73 24.61
H 49.83 35.28 24.46

***

Molecular formula: CH4O2S
Method: DFT, ωB97M-V/def2-TZVPD

Properties
2S+1: 1
Energy above the lowest of the compared OMol25 structures with the same formula, charge and spin: 9.7 kcal/mol

Positions of all 8 atoms, in Å:
O 0.33 3.08 1.96
C -0.64 2.81 2.58
O -0.57 2.49 3.90
H -1.66 2.73 2.16
H -1.38 2.78 4.34
S 1.35 -5.17 -5.33
H 1.11 -3.88 -5.57
H 1.47 -4.83 -4.04

***

Molecular formula: C5H9Br2NO2
Method: DFT, ωB97M-V/def2-TZVPD

Properties
2S+1: 1
Energy above the lowest of the compared OMol25 structures with the same formula, charge and spin: 32.5 kcal/mol

Positions of all 19 atoms, in Å:
C -0.50 3.52 0.61
C 0.08 -1.88 -0.65
C 1.29 0.17 -0.61
C 0.65 -0.78 1.34
C -2.27 0.82 -0.31
N 0.29 -0.57 0.01
O -1.61 3.59 0.74
O 0.63 3.37 0.39
Br -2.32 0.84 -2.15
Br -3.13 -0.55 0.65
H 0.82 -2.61 -0.59
H -0.75 -2.40 -0.24
H 0.19 -1.67 -1.69
H 1.29 1.12 -0.17
H 2.25 -0.48 -0.67
H 0.96 0.37 -1.69
H 1.64 -1.20 1.37
H 0.48 -0.01 1.99
H 0.03 -1.63 1.66

***

Molecular formula: CHF2N2O2
Method: DFT, ωB97M-V/def2-TZVPD

Properties
2S+1: 1
Total charge: -1
Energy above the lowest of the compared OMol25 structures with the same formula, charge and spin: 61.9 kcal/mol

Positions of all 8 atoms, in Å:
C -0.73 -1.71 0.97
N -0.45 -0.50 0.74
N 0.42 1.81 -0.54
O 0.71 -1.45 1.06
O -1.45 -2.64 0.95
F 1.60 1.24 -0.70
F 0.18 2.23 -1.97
H -0.28 1.02 -0.52

***

Molecular formula: C4H12N3
Method: DFT, ωB97M-V/def2-TZVPD

Properties
2S+1: 1
Total charge: +1
Energy above the lowest of the compared OMol25 structures with the same formula, charge and spin: 33.4 kcal/mol

Positions of all 19 atoms, in Å:
C -2.09 2.12 1.11
N 1.24 0.69 0.77
C 0.28 1.54 1.02
N -0.98 1.17 1.16
H -2.76 1.91 0.28
H -1.73 3.14 1.00
H -2.63 2.12 2.06
H 1.06 -0.25 0.27
H 2.17 1.06 0.76
H 0.49 2.60 1.05
H -1.19 0.21 0.93
C -0.07 -1.63 -1.73
C 1.84 -2.50 -0.71
N 0.92 -1.63 -0.64
H -1.02 -1.97 -1.32
H 0.28 -2.21 -2.58
H -0.24 -0.59 -2.03
H 2.57 -2.55 0.10
H 1.86 -3.24 -1.51

***

Molecular formula: C18H33BF11N5O11P2S2
Method: DFT, ωB97M-V/def2-TZVPD

Properties
2S+1: 1
Energy above the lowest of the compared OMol25 structures with the same formula, charge and spin: 178.9 kcal/mol

Positions of all 83 atoms, in Å:
C 5.54 1.66 3.54
C 4.90 1.92 2.04
C 5.12 0.53 1.22
C 3.33 2.37 2.13
C 2.57 2.45 0.70
C 3.64 3.14 -0.35
C 1.25 3.37 0.67
O 0.00 2.69 1.06
C -0.69 2.13 -0.06
N -0.51 0.80 -0.18
C -1.16 0.13 -1.37
C -2.06 -1.19 -1.15
C -3.44 -0.98 -0.34
N -3.80 -2.35 0.25
N -4.63 -0.64 -1.24
N -3.36 -0.05 0.83
P 0.42 -0.63 -2.21
C 1.41 -1.58 -0.85
O -0.02 -1.89 -3.32
C -1.84 1.44 -2.11
C -1.70 1.48 -3.71
F -2.02 0.12 -4.18
F -0.38 1.76 -4.22
C -2.74 2.46 -4.48
F -3.93 2.80 -3.74
F -3.21 1.72 -5.66
F -2.02 3.59 -5.01
C -1.65 2.76 -1.20
B -2.99 3.15 -0.28
O -2.94 3.19 1.19
O -4.30 3.44 -0.87
P -1.24 4.44 -1.97
O -0.81 5.38 -0.76
O 0.11 4.44 -3.04
O -2.64 5.23 -2.64
H 6.69 1.83 3.42
H 5.07 2.37 4.32
H 5.41 0.54 3.77
H 5.58 2.74 1.57
H 5.97 -0.12 1.70
H 4.15 -0.08 1.05
H 5.52 0.82 0.16
H 2.84 1.63 2.90
H 3.34 3.45 2.60
H 2.35 1.37 0.30
H 3.12 3.73 -1.19
H 4.30 2.32 -0.82
H 4.30 3.92 0.23
H 1.10 3.70 -0.45
H 1.38 4.28 1.39
H 0.08 0.40 0.58
H -2.33 -1.76 -2.13
H -1.42 -1.95 -0.53
H -3.38 -3.09 -0.38
H -4.83 -2.48 0.11
H -4.73 -1.34 -2.00
H -5.49 -0.52 -0.69
H -4.23 0.54 0.77
H -3.54 -0.63 1.69
H 0.78 -2.50 -0.47
H 1.72 -0.90 0.03
H 2.38 -1.95 -1.37
H -0.07 -2.75 -2.82
H -2.99 1.23 -1.98
H -3.81 2.79 1.51
H -4.95 3.64 -0.15
H 0.78 5.14 -2.78
H -2.88 6.00 -2.06
C -1.10 -5.39 0.12
F -1.11 -4.84 -1.12
F -1.97 -4.67 0.87
F -1.66 -6.62 0.00
S 0.57 -5.45 0.86
O 0.98 -4.06 0.94
O 1.34 -6.27 -0.06
N 0.14 -6.14 2.23
S 1.36 -6.39 3.20
O 1.98 -5.21 3.79
O 2.30 -7.44 2.80
C 0.40 -7.13 4.56
F -0.26 -8.26 4.18
F -0.55 -6.29 5.04
F 1.17 -7.49 5.62

***

Molecular formula: C20H22B3F5O11S
Method: DFT, ωB97M-V/def2-TZVPD

Properties
2S+1: 1
Calculated total energy: -70078.834 eV

Positions of all 62 atoms, in Å:
C 5.13 -1.83 2.00
C 3.76 -1.25 2.35
S 3.34 0.23 1.38
C 2.28 -0.44 0.06
B 0.94 0.36 -0.01
O 0.69 1.22 -1.07
B 0.08 2.41 -0.72
O -0.50 2.54 0.52
B -0.85 1.35 1.16
C -2.15 1.30 2.02
C -2.75 -0.10 2.22
C -3.49 -0.57 0.97
C -4.19 -1.89 1.20
F -5.14 -1.75 2.16
F -3.33 -2.83 1.65
C -4.89 -2.47 -0.07
F -6.06 -3.03 0.22
F -4.13 -3.38 -0.65
F -5.12 -1.51 -0.97
O -0.01 0.26 0.99
H 5.17 -2.05 0.93
H 5.93 -1.14 2.24
H 5.28 -2.75 2.55
H 3.70 -0.96 3.40
H 2.99 -2.00 2.17
H 2.07 -1.49 0.28
H 2.82 -0.40 -0.89
H 0.06 3.30 -1.51
H -1.89 1.71 3.00
H -2.87 2.00 1.58
H -3.46 -0.07 3.05
H -1.98 -0.81 2.50
H -4.27 0.15 0.70
H -2.82 -0.69 0.12
O 6.29 -7.02 -4.35
C 6.07 -6.04 -3.66
C 4.83 -5.30 -3.65
C 4.72 -4.23 -2.84
O 3.63 -3.49 -2.76
C 5.84 -3.78 -1.94
O 5.63 -2.79 -1.26
C 7.08 -4.53 -1.94
C 7.20 -5.60 -2.75
O 8.28 -6.35 -2.82
H 4.03 -5.63 -4.30
H 3.83 -2.78 -2.11
H 7.88 -4.20 -1.29
H 8.09 -7.04 -3.48
O -5.33 8.51 -0.70
C -5.06 7.42 -0.22
C -3.95 7.18 0.68
C -3.74 5.93 1.13
O -2.75 5.61 1.95
C -4.62 4.77 0.74
O -4.34 3.68 1.21
C -5.73 5.02 -0.16
C -5.94 6.26 -0.61
O -6.93 6.59 -1.43
H -3.32 8.01 0.96
H -2.81 4.65 2.10
H -6.36 4.18 -0.43
H -6.84 7.55 -1.59

***

Molecular formula: C4H8ClN3O2S
Method: DFT, ωB97M-V/def2-TZVPD

Properties
2S+1: 1
Energy above the lowest of the compared OMol25 structures with the same formula, charge and spin: 0.0 kcal/mol

Positions of all 19 atoms, in Å:
H -4.48 0.40 0.30
N -3.79 0.28 -0.46
C -2.59 0.20 -0.13
C -1.54 0.31 -1.11
N -0.30 0.23 -1.15
N 0.38 -0.09 -0.06
C 1.84 0.25 -0.26
C 2.27 1.28 0.78
S 0.21 -1.65 0.46
O -1.19 -1.99 0.64
O 1.10 -1.92 1.54
Cl 0.66 -2.86 -1.06
H -2.38 0.20 1.00
H -1.89 0.66 -2.05
H 2.47 -0.66 -0.20
H 2.02 0.74 -1.27
H 1.45 2.01 0.81
H 2.55 0.90 1.75
H 3.21 1.71 0.47

***

Molecular formula: C2HO3S2
Method: DFT, ωB97M-V/def2-TZVPD

Properties
2S+1: 1
Total charge: -1
Energy above the lowest of the compared OMol25 structures with the same formula, charge and spin: 0.0 kcal/mol

Positions of all 8 atoms, in Å:
C -0.42 -1.33 -1.04
C 0.70 2.42 0.96
O -0.90 -2.41 -1.29
O -0.06 -0.41 -1.79
O -0.11 -1.22 0.33
S 0.48 3.24 2.30
S 0.95 1.51 -0.26
H -0.64 -1.80 0.79

***

Molecular formula: C22H42Cl3N2O4ScSi
Method: DFT, ωB97M-V/def2-TZVPD

Properties
2S+1: 1
Energy above the lowest of the compared OMol25 structures with the same formula, charge and spin: 8.7 kcal/mol

Positions of all 75 atoms, in Å:
C -1.59 -2.15 -3.77
C -1.11 -3.07 -2.70
H -1.42 -2.59 -4.76
H -1.08 -1.18 -3.70
H -2.67 -1.96 -3.65
C -0.58 -4.30 -2.85
C -0.36 -5.00 -4.16
H -0.31 -4.88 -1.97
H -0.49 -4.32 -5.02
H -1.03 -5.86 -4.27
H 0.67 -5.38 -4.18
Sc -0.04 0.33 -0.36
Cl -2.35 0.53 0.29
Cl 0.18 1.46 -2.37
H 0.74 4.68 3.15
H -1.35 5.69 2.24
C 1.06 4.40 2.14
C -1.03 5.41 1.23
N -0.13 4.26 1.30
H 1.60 3.46 2.14
C -0.34 3.15 0.62
O 0.44 2.15 0.68
H -1.90 5.15 0.62
H -1.26 3.13 0.01
H 1.69 5.20 1.73
H -0.52 6.27 0.79
H 1.40 -1.61 -3.30
H 2.39 -3.87 -1.98
C 2.35 -1.17 -2.98
C 3.24 -3.19 -1.84
N 2.80 -1.80 -1.73
H 2.21 -0.10 -2.81
C 2.64 -1.23 -0.53
O 2.20 -0.06 -0.35
H 3.78 -3.46 -0.92
H 2.93 -1.86 0.33
H 3.10 -1.36 -3.76
H 3.90 -3.30 -2.71
O -0.22 -1.47 -1.25
C -1.17 -2.45 -1.31
C 0.17 -3.85 0.36
C -1.05 -3.48 -0.19
H 1.06 -3.30 0.04
C 0.21 -4.90 1.29
H -2.17 -2.01 -1.21
C -2.24 -4.08 0.23
H 1.18 -5.21 1.68
C -0.97 -5.51 1.71
C -2.20 -5.09 1.19
H -3.18 -3.73 -0.21
H -0.93 -6.29 2.48
H -3.13 -5.55 1.53
Si -0.39 4.18 -4.86
Cl -0.52 2.16 -5.45
C 1.46 4.50 -4.69
C -1.60 4.32 -3.43
C -0.88 5.45 -6.17
H 2.00 3.67 -4.22
H 1.62 5.42 -4.10
H 1.88 4.67 -5.70
H -0.19 5.47 -7.03
H -0.82 6.42 -5.66
H -1.90 5.31 -6.55
H -1.47 3.51 -2.70
H -2.63 4.25 -3.82
H -1.52 5.29 -2.92
C 0.56 -0.28 4.05
C -0.28 -0.46 2.81
O 0.50 -0.70 1.61
H 1.12 -1.19 4.26
H -0.10 -0.06 4.89
H 1.25 0.56 3.95
H -0.95 -1.33 2.88
H -0.92 0.41 2.61
H 1.38 -0.28 1.72